[1]
C35H16F4N7PdS2 | ωB97M-V/def2-TZVPD

As for the multiplicity: 1. The calculation puts the LUMO energy (alpha / beta) at -6.02 / -6.02 eV. Its charge is +1. The orbital gap (alpha / beta) comes out at 5.377 / 5.378 eV.

Structure (XYZ):
```
65
Properties=species:S:1:pos:R:3:mulliken_charge:R:1
Pd -0.152 0.199 0.644 -0.204
S 1.075 3.954 2.687 -0.285
C 0.862 2.780 3.952 0.743
C 0.936 2.959 5.330 -0.585
C 0.742 1.856 6.136 -0.501
C 0.485 0.594 5.584 -0.711
C 0.406 0.419 4.218 -0.408
C 0.585 1.530 3.398 -0.116
N 0.546 1.548 2.011 -0.079
C 0.775 2.736 1.518 1.120
C 0.725 2.859 0.076 0.540
C 1.062 3.985 -0.664 -0.657
C 0.986 3.933 -2.046 -0.704
C 0.591 2.763 -2.681 -0.630
C 0.251 1.626 -1.947 -0.123
C 0.316 1.688 -0.572 0.057
H 1.136 3.933 5.757 0.410
H 0.787 1.966 7.211 0.395
H 0.352 -0.256 6.242 0.411
H 0.222 -0.555 3.780 0.372
H 1.387 4.889 -0.162 0.410
H 1.238 4.806 -2.634 0.414
H 0.538 2.726 -3.761 0.413
H -0.049 0.722 -2.455 0.476
S 4.667 -4.757 -0.696 -0.102
C 3.459 -3.517 -0.264 0.267
C 3.694 -2.173 -0.516 -0.739
C 2.747 -1.242 -0.119 -0.385
N 1.619 -1.576 0.507 0.133
C 1.401 -2.870 0.744 -0.382
C 2.281 -3.874 0.379 -0.570
C 4.212 -4.975 -2.414 0.328
C 4.936 -4.341 -3.410 -0.140
C 4.561 -4.564 -4.730 -0.361
N 3.546 -5.352 -5.080 -0.551
C 2.866 -5.960 -4.110 -0.399
C 3.161 -5.809 -2.760 -0.215
H 4.602 -1.855 -1.011 0.398
H 2.897 -0.184 -0.303 0.433
H 0.477 -3.123 1.259 0.451
H 2.055 -4.910 0.593 0.441
H 5.775 -3.701 -3.169 0.401
H 5.102 -4.089 -5.542 0.355
H 2.051 -6.603 -4.425 0.364
H 2.591 -6.335 -2.005 0.360
F -2.349 -1.494 1.980 -0.099
C -3.117 -2.577 2.024 0.037
C -3.813 -2.816 3.140 0.194
F -3.709 -1.969 4.136 -0.285
C -4.662 -3.990 3.281 0.041
C -4.631 -4.905 2.151 0.310
C -3.900 -4.674 1.058 -0.082
F -3.926 -5.556 0.079 -0.293
C -3.117 -3.465 0.890 0.472
C -2.424 -3.193 -0.243 0.789
C -1.772 -1.935 -0.447 0.462
N -1.291 -0.916 -0.672 -0.503
C -2.207 -4.136 -1.307 -0.347
N -1.938 -4.829 -2.184 -0.442
F -5.355 -5.999 2.205 -0.269
C -5.416 -4.219 4.375 1.332
C -5.464 -3.323 5.500 -0.157
N -5.519 -2.653 6.431 -0.433
C -6.248 -5.380 4.531 -0.161
N -6.920 -6.289 4.733 -0.415
```

***

[2]
C2H8N2S | ωB97M-V/def2-TZVPD

As for the SMILES: [H]/N=C/N.CS. As for the multiplicity: 1. The calculation puts the LUMO energy at 0.87 eV. The orbital gap comes out at 9.444 eV.

Structure (XYZ):
```
13
Properties=species:S:1:pos:R:3:mulliken_charge:R:1
H 1.303 1.394 -2.015 0.203
N 0.824 1.007 -1.233 -0.500
C -0.313 1.594 -1.436 0.013
N -1.523 1.008 -0.998 -0.398
H -0.589 2.594 -1.889 0.277
H -2.425 1.303 -1.399 0.241
H -1.657 0.030 -0.823 0.204
C 0.634 -0.146 1.746 -0.701
S 0.228 -1.715 0.901 -0.261
H 0.664 -0.300 2.787 0.339
H 1.611 0.211 1.379 0.249
H -0.236 0.569 1.582 0.203
H 0.661 -1.143 -0.286 0.131
```

***

[3]
C4H11N5O | ωB97M-V/def2-TZVPD

As for the multiplicity: 1. The calculation puts the LUMO energy at -9.33 eV. Its charge is +2. The orbital gap comes out at 8.635 eV.

Structure (XYZ):
```
21
Properties=species:S:1:pos:R:3:mulliken_charge:R:1
C -1.386 0.295 -0.119 0.800
C -0.201 0.910 0.588 -0.077
C 0.354 -1.489 -0.588 -0.646
C 1.360 0.035 0.918 0.121
N -1.064 -0.807 -0.750 0.607
N 1.515 -0.682 -0.354 -0.296
N -0.266 2.076 0.979 -0.022
N -1.867 -1.586 -1.484 -0.965
N 2.311 0.982 1.317 -0.632
O -2.467 1.003 -0.242 -0.426
H 0.436 -2.288 0.222 0.348
H 0.568 -2.074 -1.544 0.472
H 1.022 -0.663 1.659 0.415
H 1.956 -0.124 -1.120 0.346
H -1.038 2.590 0.730 0.232
H 0.569 2.380 1.433 0.274
H -2.941 -1.518 -1.593 0.281
H -1.477 -2.137 -2.276 0.273
H 2.490 1.155 2.331 0.280
H -3.067 1.022 -0.915 0.367
H 3.192 0.920 0.808 0.248
```

***

[4]
C13H22NO | ωB97M-V/def2-TZVPD

As for the SMILES: CC(=O)/C=C/[C@@]12[NH2+][C@]1(C)CCCC2(C)C. As for the multiplicity: 1. The calculation puts the LUMO energy at -3.29 eV. Its charge is +1. The orbital gap comes out at 9.692 eV.

Structure (XYZ):
```
37
Properties=species:S:1:pos:R:3:mulliken_charge:R:1
C 0.155 4.330 2.038 -1.240
C 0.703 3.198 1.273 0.891
O 1.932 3.017 1.166 -0.599
C -0.250 2.186 0.642 -0.560
C 0.440 1.211 0.103 -1.857
C 0.049 -0.119 -0.437 1.898
N -1.219 -0.066 -1.551 -0.422
C 0.197 -0.488 -1.799 0.830
C 0.921 0.504 -2.652 -1.824
C 0.265 -1.977 -2.114 -1.100
C 0.536 -2.893 -0.938 -0.753
C -0.484 -2.680 0.178 -1.642
C -0.316 -1.176 0.672 1.584
C -1.660 -0.762 1.310 -2.160
C 0.762 -1.073 1.748 -1.504
H 0.798 5.240 2.261 0.344
H 0.308 3.914 3.074 0.317
H -0.849 4.513 1.898 0.370
H -1.323 2.324 0.769 0.386
H 1.523 1.265 0.141 0.489
H -1.915 -0.844 -1.462 0.327
H -1.339 0.839 -1.985 0.331
H 0.566 1.533 -2.421 0.273
H 0.745 0.330 -3.655 0.544
H 1.953 0.228 -2.651 0.445
H 1.074 -2.307 -2.811 0.320
H -0.673 -2.284 -2.446 0.459
H 1.569 -2.670 -0.505 0.349
H 0.467 -3.914 -1.160 0.574
H -1.486 -2.948 -0.171 0.420
H -0.319 -3.217 0.974 0.729
H -2.471 -0.558 0.662 0.351
H -1.450 0.009 1.986 0.598
H -2.094 -1.521 1.816 0.624
H 1.004 -0.069 1.929 0.489
H 1.673 -1.657 1.446 0.291
H 0.209 -1.414 2.672 0.428
```

***

| no. | F_max (eV/A) | E_tot (eV) |
| --- | --- | --- |
| 1 | 1.22 | -82995.316 |
| 2 | 3.05 | -16018.127 |
| 3 | 4.96 | -13804.192 |
| 4 | 6.40 | -17365.919 |